{
  "formula": "C43H64CeN7O2S",
  "method": "the ωB97M-V functional and the def2-TZVPD basis",
  "elements": ["Ce", "C", "C", "C", "C", "C", "C", "C", "N", "C", "C", "C", "C", "C", "C", "O", "C", "C", "C", "C", "C", "C", "C", "C", "C", "O", "C", "C", "C", "C", "C", "C", "H", "H", "H", "H", "H", "H", "H", "H", "H", "H", "H", "H", "H", "H", "H", "H", "H", "H", "H", "H", "H", "H", "H", "H", "H", "H", "H", "H", "H", "H", "H", "H", "H", "H", "H", "H", "H", "H", "H", "H", "C", "C", "N", "C", "C", "N", "C", "C", "N", "H", "H", "H", "H", "H", "H", "H", "H", "H", "H", "H", "H", "H", "H", "H", "C", "N", "C", "C", "N", "C", "S", "C", "C", "C", "C", "C", "N", "H", "H", "H", "H", "H", "H", "H", "H", "H"],
  "xyz": [[1.658, -0.331, -0.794], [-5.535, 3.110, -0.303], [-5.255, 1.589, -0.167], [-5.246, 1.242, 1.313], [-6.330, 0.748, -0.884], [-3.919, 1.392, -0.818], [-2.831, 0.888, -0.143], [-1.581, 0.785, -0.770], [-0.454, 0.426, -0.191], [-0.359, -0.130, 1.071], [-0.792, 0.562, 2.225], [-0.692, -0.068, 3.412], [-0.128, -1.348, 3.445], [0.206, -2.123, 2.356], [0.131, -1.467, 1.110], [0.459, -1.910, -0.122], [0.665, -3.613, 2.624], [2.204, -3.563, 2.831], [0.383, -4.527, 1.471], [0.039, -4.210, 3.867], [-1.249, 0.538, 4.681], [-2.804, 0.745, 4.486], [-0.585, 1.936, 4.929], [-1.037, -0.189, 5.977], [-1.419, 1.039, -2.275], [0.388, -0.442, -2.842], [-2.681, 1.461, -2.968], [-3.769, 1.696, -2.231], [-2.780, 1.701, -4.510], [-1.571, 1.300, -5.445], [-3.105, 3.186, -4.743], [-3.922, 0.804, -4.997], [-6.327, 3.390, 0.360], [-4.622, 3.680, -0.048], [-5.741, 3.405, -1.364], [-6.242, 1.510, 1.641], [-5.117, 0.197, 1.572], [-4.528, 1.839, 1.890], [-7.336, 0.967, -0.482], [-6.333, 1.010, -1.967], [-6.184, -0.340, -0.776], [-2.926, 0.569, 0.883], [-1.106, 1.596, 2.090], [-0.107, -1.835, 4.402], [2.770, -3.109, 1.993], [2.457, -3.004, 3.719], [2.650, -4.577, 2.920], [0.921, -4.219, 0.585], [0.716, -5.530, 1.702], [-0.708, -4.588, 1.223], [0.268, -3.705, 4.830], [-1.037, -4.334, 3.836], [0.433, -5.214, 4.071], [-3.054, 1.271, 3.582], [-3.255, -0.268, 4.407], [-3.294, 1.182, 5.350], [-0.728, 2.706, 4.134], [-0.861, 2.366, 5.902], [0.481, 1.699, 4.981], [-1.406, -1.208, 5.970], [0.043, -0.213, 6.250], [-1.650, 0.291, 6.722], [-4.687, 2.084, -2.672], [-0.584, 1.447, -5.055], [-1.684, 0.278, -5.830], [-1.553, 1.991, -6.322], [-2.217, 3.798, -4.485], [-3.296, 3.315, -5.809], [-3.966, 3.532, -4.174], [-3.754, -0.202, -4.674], [-4.884, 1.123, -4.584], [-3.985, 0.730, -6.108], [3.208, 1.445, -3.066], [1.910, 2.194, -3.204], [1.010, 1.987, -2.039], [-0.445, 2.209, -2.485], [-1.088, -0.344, -2.883], [1.037, -1.718, -2.734], [1.912, -1.982, -3.879], [2.689, -0.682, -4.110], [3.061, 0.017, -2.884], [3.694, 1.777, -2.165], [3.817, 1.655, -3.948], [1.388, 1.839, -4.054], [2.124, 3.269, -3.368], [1.165, 2.782, -1.453], [-0.464, 2.605, -3.543], [-0.863, 2.955, -1.828], [-1.420, -0.445, -3.913], [-1.577, -1.111, -2.250], [0.298, -2.407, -2.678], [1.397, -2.305, -4.741], [2.502, -2.876, -3.603], [2.102, -0.019, -4.736], [3.527, -0.932, -4.709], [3.988, -0.312, -2.524], [6.562, -3.653, -0.295], [6.241, -2.487, 0.556], [7.077, -2.079, 1.591], [6.481, -1.041, 2.167], [5.247, -0.858, 1.539], [5.091, -1.838, 0.569], [3.728, -2.278, -0.394], [4.281, 0.080, 1.913], [4.325, 0.605, 3.198], [3.657, 1.746, 3.521], [2.837, 2.382, 2.560], [2.631, 1.602, 1.427], [3.361, 0.535, 1.047], [7.420, -4.210, 0.143], [6.796, -3.246, -1.268], [5.746, -4.319, -0.354], [8.048, -2.551, 1.755], [6.776, -0.455, 2.975], [4.997, 0.174, 3.921], [3.824, 2.248, 4.493], [2.289, 3.247, 2.779], [1.952, 1.936, 0.699]],
  "forces_ev_per_angstrom": [[-0.0222, 0.0023, 0.7604], [1.0754, 0.0910, -1.3210], [0.1876, 0.0100, 0.0273], [-0.1981, 0.4997, 0.2936], [-0.2887, 0.1697, -0.7463], [1.0650, -0.8212, -0.1254], [-0.5520, 0.0483, 0.0752], [0.7672, 0.2651, -0.4886], [-0.4284, 0.2899, -1.1685], [-0.5322, 0.0504, 1.7316], [0.8078, 0.4355, -1.9211], [0.0274, -0.4963, 1.6292], [-0.6355, -0.5654, 0.0866], [0.6139, -1.0503, 0.3458], [-0.4468, 0.9888, -0.2016], [0.3607, -0.9407, 0.0170], [0.8837, 1.2152, -0.0693], [0.5781, -0.4372, -0.5015], [-1.1735, -0.2438, -0.9515], [0.1783, -0.2863, 1.6300], [-1.3805, 2.4726, -0.0610], [0.5555, -1.8688, 0.2292], [0.3766, -0.1179, -0.5312], [0.7463, -0.9886, 0.0067], [-0.3953, -0.6988, -0.1596], [-0.6669, -0.1585, -0.2107], [-0.4126, 0.5691, -0.5475], [-0.9726, 0.2428, 0.1663], [0.4109, -0.3226, -0.1848], [-0.6328, 0.8328, -0.4720], [0.7593, -0.0247, -0.1278], [-0.6623, 0.3447, -0.7327], [-0.5654, 0.2837, 0.1695], [-0.4388, -0.1817, 0.2212], [-0.2512, -0.2844, 0.9594], [-0.1801, 0.0381, 0.4721], [0.1708, -0.3094, -0.2695], [-0.1648, -0.0440, -0.1675], [0.5001, 0.0803, -0.1394], [-0.2330, -0.3675, 0.7050], [0.1731, 0.4284, -0.0303], [0.0406, 0.0651, 0.0621], [-0.2285, -0.2362, 0.2375], [0.1427, -0.0113, 0.1910], [-0.6365, -0.0388, 0.1984], [0.0503, 0.1575, 0.4299], [-0.5307, 0.4306, 0.1543], [0.0602, 0.1081, -0.3189], [0.0247, -0.2599, 0.1635], [0.8163, 0.0917, 0.2057], [-0.0534, 0.0902, -0.6817], [-0.3028, 0.1883, -0.3056], [0.0586, 0.1048, -0.4856], [-0.0150, 0.4454, -0.3014], [0.1399, 0.4632, -0.1145], [0.2450, 0.3967, 0.0767], [-0.1184, -0.6386, 0.4811], [-0.1462, -0.1777, -0.4005], [0.1853, 0.4080, 0.0468], [-0.0049, -0.3688, -0.1801], [-0.7749, 0.0752, 0.1115], [0.2335, 0.3540, 0.4790], [0.4347, -0.1545, -0.2290], [0.5802, -0.2353, 0.5085], [0.1614, 0.2726, 0.1225], [-0.4143, -0.6359, 0.4957], [-0.5430, -0.0932, -0.0943], [-0.1054, 0.1739, 0.0573], [0.0485, -0.0036, -0.0241], [0.0803, -0.7922, 0.3387], [0.0887, -0.0746, -0.2920], [-0.0047, 0.4815, 0.7453], [0.0419, 0.7296, -0.2506], [0.2533, 0.4120, 0.4429], [-0.8689, 0.2035, -0.8262], [1.0483, -0.0047, -0.3453], [0.6446, -0.2009, 0.3767], [-0.6559, -0.4508, -0.2006], [0.7199, 0.5052, 1.2058], [-0.3372, -0.8505, -0.5491], [0.8460, -0.9945, 0.7306], [0.6461, 0.5636, 0.2901], [0.2623, 0.1992, 0.1753], [-0.4663, -0.2854, -0.9968], [-0.1090, -0.5135, 0.0595], [0.2689, 0.3962, 0.6739], [0.0079, -0.4951, 1.3776], [-0.0383, 0.6053, 0.0007], [0.2063, -0.0283, 0.0698], [0.5157, 0.1006, -0.3307], [-0.1278, -0.3771, 0.3977], [-0.8686, 0.0462, -1.1904], [0.1590, 0.6759, 0.2287], [-0.2594, 0.0992, 0.1319], [1.1183, -0.0832, -0.4992], [-1.0338, -0.0604, -0.6048], [1.2376, 0.6688, 0.5247], [0.6374, -1.8101, 0.3513], [0.5478, -0.2523, -0.7662], [-0.7711, -0.2318, -0.3195], [-0.8176, -0.9343, -0.8379], [-0.2330, 0.9557, -0.0098], [0.4780, 0.2083, 0.0621], [-0.7064, 0.7996, 0.3613], [1.0420, -0.4868, 0.1333], [-0.5646, 2.0298, 0.1380], [0.6871, -3.0808, 0.1839], [1.2690, 0.6052, 0.7661], [0.0995, -0.3075, 0.1092], [-0.5371, 0.6651, -0.3633], [0.2115, -0.2791, -0.3495], [-1.0614, -0.5913, -0.0523], [-0.5187, 0.3160, -0.0334], [0.5074, 0.8604, 0.9686], [-0.0180, -0.1307, 0.1243], [-0.1818, -0.5670, -0.5614], [-0.6042, 1.1130, 0.0792], [-1.1932, 0.5215, -0.9513]],
  "lowdin_charge": [1.089, -0.008, -0.550, -0.054, -0.010, -0.082, 0.079, -0.133, 0.000, -0.232, 0.029, -0.151, 0.065, -0.024, -0.240, -0.221, -0.518, -0.034, -0.050, -0.054, -0.526, -0.014, -0.039, -0.063, -0.256, -0.231, -0.094, 0.034, -0.497, -0.037, -0.021, -0.038, 0.091, 0.104, 0.102, 0.096, 0.096, 0.086, 0.110, 0.088, 0.102, 0.108, 0.142, 0.096, 0.031, 0.081, 0.108, 0.068, 0.095, 0.118, 0.093, 0.099, 0.104, 0.046, 0.104, 0.093, 0.088, 0.099, 0.070, 0.089, 0.112, 0.094, 0.112, 0.040, 0.092, 0.114, 0.097, 0.100, 0.087, 0.080, 0.092, 0.118, -0.178, -0.161, -0.064, -0.039, 0.011, -0.056, -0.088, -0.137, -0.151, 0.129, 0.153, 0.088, 0.161, 0.112, 0.132, 0.148, 0.119, 0.171, 0.158, 0.125, 0.152, 0.128, 0.134, 0.133, 0.019, -0.098, 0.020, 0.010, 0.040, -0.585, 0.770, -0.218, 0.022, 0.007, 0.028, -0.133, 0.044, 0.123, 0.104, 0.066, 0.157, 0.119, 0.126, 0.149, 0.110, 0.075],
  "total_charge": 3,
  "total_energy_ev": -83896.5414,
  "largest_force_ev_per_a": 3.16,
  "de_lowest_kj_mol": 0.00,
  "e_lumo_ev": [-9.0, -8.9]
}